[1]
DFT (ωB97M-V/def2-TZVPD) results for C4H8N2 in the gas phase at a distorted geometry.

Properties
LUMO	1.03	eV
orbital gap	9.1860	eV
net charge	0

Last column: natural (NBO) charge in e.
Geometry (Å):
H -1.517 -1.967 -1.913  0.34
N -1.045 -1.075 -1.720  -0.65
C -1.369 -0.658 -0.537  0.16
C -0.825 0.627 0.043  -0.52
C 0.644 0.464 0.379  0.21
C 1.083 0.529 1.644  -0.52
N 1.506 0.271 -0.682  -0.82
H -2.053 -1.249 0.097  0.16
H -1.421 0.876 0.928  0.23
H -0.956 1.433 -0.688  0.24
H 0.408 0.700 2.476  0.20
H 2.139 0.438 1.879  0.19
H 2.372 -0.200 -0.435  0.38
H 1.034 -0.189 -1.471  0.40

[2]
DFT (ωB97M-V/def2-TZVPD) results for C4H8N2 in the gas phase at a distorted geometry.

Properties
LUMO (spin up / spin down)	0.75 / 0.70	eV
orbital gap (spin up / spin down)	7.6055 / 7.8471	eV
net charge	0

Last column: natural (NBO) charge in e.
Geometry (Å):
C 1.530 0.282 0.029  -0.18
N 1.593 -1.114 0.332  -0.63
C 0.487 -1.071 -0.596  -0.06
C -0.101 0.262 -0.432  -0.14
C -2.066 0.139 0.201  -0.21
N -0.873 0.493 0.785  -0.63
H 2.216 0.586 -0.764  0.20
H 1.510 0.962 0.892  0.19
H 1.263 -1.286 1.283  0.36
H 0.687 -1.480 -1.594  0.18
H -0.348 0.911 -1.262  0.20
H -2.250 -0.923 0.076  0.18
H -2.838 0.875 0.002  0.17
H -0.843 1.471 1.044  0.36

[3]
DFT (ωB97M-V/def2-TZVPD) results for C4H8N2 in the gas phase at a distorted geometry.

Properties
LUMO	0.86	eV
orbital gap	9.9786	eV
net charge	0

Last column: natural (NBO) charge in e.
Geometry (Å):
C -0.401 1.332 0.236  -0.42
N -0.432 0.024 -0.396  -0.43
C -1.214 -0.947 0.348  -0.41
C 0.861 -0.391 -0.895  -0.32
C 1.988 -0.175 0.051  0.26
N 2.822 0.010 0.831  -0.33
H -1.385 1.541 0.665  0.21
H -0.176 2.105 -0.506  0.20
H 0.343 1.406 1.048  0.19
H -0.888 -1.111 1.390  0.17
H -1.221 -1.909 -0.174  0.20
H -2.248 -0.584 0.374  0.20
H 1.081 0.153 -1.823  0.23
H 0.870 -1.455 -1.149  0.24

[4]
DFT (ωB97M-V/def2-TZVPD) results for C4H8N2 in the gas phase at a distorted geometry.

Properties
LUMO	0.91	eV
orbital gap	10.6850	eV
net charge	0

Last column: natural (NBO) charge in e.
Geometry (Å):
C 1.987 0.135 -0.108  -0.60
C 0.556 0.572 0.099  -0.25
N -0.245 -0.339 -0.699  -0.60
C -1.684 -0.157 -0.466  -0.33
C -2.095 -0.209 0.953  0.25
N -2.343 -0.246 2.082  -0.33
H 2.860 0.817 -0.042  0.23
H 2.177 -0.375 -1.053  0.22
H 2.018 -0.884 0.697  0.17
H 0.269 0.594 1.176  0.19
H 0.532 1.595 -0.281  0.19
H 0.238 -1.376 -0.498  0.37
H -2.204 -0.940 -1.014  0.24
H -2.066 0.813 -0.847  0.24

[5]
DFT (ωB97M-V/def2-TZVPD) results for C4H8N2 in the gas phase at a distorted geometry.

Properties
LUMO	1.08	eV
orbital gap	10.3243	eV
net charge	0

Last column: natural (NBO) charge in e.
Geometry (Å):
C 1.919 -0.030 -0.159  -0.25
N 1.200 -1.171 0.341  -0.59
C 0.623 -0.365 -0.778  -0.16
C -0.589 0.508 -0.482  -0.10
C -1.776 -0.109 0.146  -0.26
N -0.844 0.672 0.953  -0.61
H 2.847 -0.211 -0.689  0.20
H 1.919 0.813 0.525  0.20
H 0.650 -0.946 1.153  0.36
H 0.588 -1.258 -1.346  0.25
H -0.788 1.380 -1.116  0.21
H -1.774 -1.179 0.349  0.20
H -2.755 0.308 -0.075  0.20
H -1.220 1.589 1.180  0.36

[6]
DFT (ωB97M-V/def2-TZVPD) results for a molecular structure, C4H8N2 at a distorted geometry.

Properties
LUMO	1.10	eV
orbital gap	9.6702	eV
net charge	0

Last column: natural (NBO) charge in e.
Geometry (Å):
C -1.128 0.112 -0.018  -0.23
C 0.105 0.366 0.041  0.14
C -1.817 -1.299 0.046  -0.62
C 0.856 1.673 0.021  -0.68
N 2.277 -0.556 0.092  -0.35
N 1.209 -1.101 -0.062  -0.11
H -1.797 0.927 -0.233  0.20
H -1.023 -1.981 0.190  0.23
H -2.433 -1.206 0.864  0.21
H -2.331 -1.490 -0.895  0.21
H 1.535 1.713 -0.806  0.23
H 1.508 1.594 0.831  0.23
H 0.021 2.519 0.185  0.23
H 3.015 -1.272 -0.255  0.31

[7]
DFT (ωB97M-V/def2-TZVPD) results for a gas-phase ion, C4H8N2 (charge +2) at a distorted geometry.

Properties
LUMO	-12.28	eV
orbital gap	9.0314	eV
net charge	+2

Last column: natural (NBO) charge in e.
Geometry (Å):
C -2.314 0.093 0.015  0.13
C -0.686 -0.227 -0.073  0.45
C -0.331 -1.505 -0.073  -0.82
C 0.231 0.970 -0.284  -0.35
N -3.488 0.276 0.119  0.01
N 1.584 0.807 0.202  -0.70
H 0.836 -1.759 -0.306  0.29
H -1.036 -2.241 -0.548  0.43
H -0.747 -1.846 0.908  0.44
H -0.264 1.862 0.156  0.32
H 0.276 1.101 -1.396  0.34
H 1.975 -0.126 0.146  0.46
H 1.631 1.022 1.235  0.48
H 2.333 1.571 -0.102  0.52

[8]
DFT (ωB97M-V/def2-TZVPD) results for a gas-phase ion, C4H8N2 (charge +2) at a distorted geometry.

Properties
LUMO (spin up / spin down)	-9.92 / -13.42	eV
2S+1	3
orbital gap (spin up / spin down)	8.7906 / 9.1492	eV
net charge	+2

Last column: natural (NBO) charge in e.
Geometry (Å):
C 0.935 1.023 1.967  0.50
C 0.310 -0.556 0.132  0.46
C 0.918 -1.856 0.039  -0.75
C -1.231 1.407 -0.887  -0.48
N 0.574 0.315 1.098  -0.35
N -0.733 0.066 -0.955  -0.15
H 0.999 1.699 2.865  0.36
H 0.952 -2.613 0.889  0.36
H 2.041 -1.657 0.015  0.34
H 0.568 -2.369 -0.897  0.30
H -2.344 1.375 -0.505  0.36
H -1.341 1.964 -1.842  0.34
H -0.596 1.884 -0.218  0.23
H -1.052 -0.682 -1.702  0.48

[9]
DFT (ωB97M-V/def2-TZVPD) results for C4H8N2O in the gas phase at a distorted geometry.

Properties
LUMO	0.78	eV
orbital gap	10.3568	eV
net charge	0

Last column: natural (NBO) charge in e.
Geometry (Å):
O 2.810 -0.465 -0.135  -0.64
C 1.606 -0.301 -0.019  0.78
N 0.692 -1.319 0.015  -0.64
C -0.719 -1.085 -0.253  -0.21
C -1.199 0.147 0.510  -0.42
C -0.343 1.329 0.098  -0.21
N 1.073 0.975 0.134  -0.65
H 1.097 -2.194 -0.274  0.40
H -0.887 -0.890 -1.344  0.17
H -1.269 -1.987 0.048  0.21
H -1.116 0.001 1.591  0.22
H -2.246 0.349 0.263  0.22
H -0.443 2.169 0.791  0.20
H -0.643 1.698 -0.899  0.18
H 1.574 1.538 -0.555  0.39